Molecular formula: C24H70As2F12N7O6
Method: DFT, ωB97M-V/def2-TZVPD

Its LUMO energy is 1.69 eV. The calculation puts the highest occupied orbital energy at -0.2149 hartree. The total energy is -7461.297564 a.u. The value obtained for the maximum force is 2.12 eV Å⁻¹. As for the HOMO-LUMO gap: 7.54 eV.

ORCA input file:
```
! RIJCOSX wB97M-V def2-TZVPD def2/J DEFGRID3
* xyz -1 1
H 1.863 -1.500 -3.751
As -0.076 0.420 0.208
F 0.902 3.477 -2.961
H 3.484 4.547 -0.974
H -5.303 4.359 0.426
F 1.226 3.445 -5.391
N 3.547 -2.620 -1.341
F -0.492 -1.176 0.758
C -6.098 -0.944 6.035
C -2.645 0.827 3.212
H 2.382 2.438 4.252
F -1.735 0.820 -0.006
C -3.386 3.352 -1.481
H -2.720 0.016 2.488
H -2.723 -4.854 -2.923
H 4.339 3.526 0.169
H -2.865 5.169 1.236
H -4.654 1.427 3.447
H -1.289 -4.350 -3.885
H 2.508 -4.713 0.383
H 3.114 2.796 -0.899
C -3.363 -2.513 -1.757
H -0.175 2.868 1.939
C 3.359 3.690 -0.317
H 1.266 -5.129 1.572
C -2.111 -2.870 -2.534
C 2.219 -2.274 4.026
H 1.337 -1.952 4.589
H 5.071 -0.355 -0.244
H -3.627 -3.348 -1.098
H 3.512 -0.594 -1.958
H 6.137 -0.387 -1.570
H -2.609 2.967 0.434
H -3.604 -0.103 5.867
H -2.676 1.999 5.524
H 1.130 -2.526 2.224
H 4.001 -3.056 4.591
C 5.406 -1.014 -1.040
H 3.528 -1.549 2.591
H 1.714 4.813 3.013
H 0.662 2.138 4.022
H 5.049 -2.398 -5.738
H 2.825 -4.006 4.933
F 3.150 3.406 -3.736
H -2.262 1.702 2.696
H -3.344 5.655 -0.210
C -4.687 3.489 0.678
C 4.734 -1.803 -3.333
F 0.385 1.939 -0.253
H -1.837 0.466 3.873
H 2.318 2.173 1.661
F 2.642 1.494 -5.157
H 2.966 -5.789 1.642
H 1.120 3.487 4.917
H 5.538 -0.756 -5.493
H 4.272 -3.310 -1.194
H 3.152 -2.296 -0.460
H -4.230 -2.389 -2.408
H -1.266 3.506 -3.947
H -0.521 3.999 2.995
H 4.843 -2.904 -3.401
H -1.400 -3.300 -1.808
N 3.077 -3.015 5.037
H -3.126 3.865 -3.976
H 3.787 -0.731 4.133
F 2.244 1.463 -2.743
C 1.706 -3.162 2.915
H -5.384 -1.317 6.786
C 2.330 -4.915 1.455
F 0.385 1.393 -4.272
H -2.439 -4.805 -6.004
N -2.711 4.979 0.243
O 2.741 -3.814 2.262
H -4.210 2.576 5.535
N 0.064 3.845 2.167
H -6.973 -0.661 6.619
As 1.721 2.474 -4.063
H -6.326 -1.745 5.321
H 0.977 -3.863 3.353
C 4.639 -1.391 -5.556
N -3.433 2.332 4.930
O 3.926 -1.304 -4.374
C -2.249 3.407 -3.502
C -3.813 1.172 4.096
H -4.143 -0.985 4.450
C 3.023 -1.141 3.480
C -2.268 -4.033 -3.507
H -1.350 -0.960 -2.571
O -2.239 3.756 -2.148
F -0.044 0.929 1.853
F 1.596 -0.020 0.321
C 1.422 2.924 4.022
H -4.050 -4.262 -6.225
H -2.394 2.306 -3.547
N -1.465 -1.743 -3.215
H -3.666 2.314 -1.725
H 3.445 3.407 2.242
O -3.200 -3.669 -4.503
O -5.595 0.158 5.326
H -3.169 -1.633 -1.148
H 5.945 -1.878 -0.644
C -4.225 -0.006 4.961
H -2.139 -1.335 -3.867
H -3.718 -5.603 -5.033
N 1.459 -2.430 -3.525
H 5.775 -1.456 -3.410
C 1.447 3.779 2.772
H -4.550 3.372 1.755
C 2.448 3.264 1.774
C -3.340 3.654 -0.012
H 1.417 -3.068 -4.308
O 2.357 3.978 0.588
H 4.089 -1.023 -6.414
C -3.386 -4.652 -5.456
F -0.109 -0.180 -1.418
H -4.254 3.958 -1.871
H 0.445 -2.245 -3.256
H 2.066 -2.730 -2.694
C 4.227 -1.407 -1.956
H 2.445 -0.339 3.012
H -5.243 2.583 0.402
*
```



Molecular formula: C24H71AsF6N5O11
Method: DFT, ωB97M-V/def2-TZVPD

Its LUMO energy is 1.87 eV. The calculation puts the highest occupied orbital energy at -0.2534 hartree. The total energy is -4893.427706 a.u. The value obtained for the maximum force is 4.19 eV Å⁻¹. As for the HOMO-LUMO gap: 8.76 eV.

ORCA input file:
```
! RIJCOSX wB97M-V def2-TZVPD def2/J DEFGRID3
* xyz -1 1
H -7.175 22.150 16.083
O -0.733 15.923 24.208
H -2.658 23.275 18.146
H -3.112 24.258 26.682
H -8.821 19.329 23.173
H -5.106 23.201 25.090
C -2.177 17.423 29.327
N -0.999 26.041 28.567
H -5.470 19.482 23.932
H 2.180 24.139 25.798
O 1.046 24.682 27.383
O -5.112 25.810 20.746
F -2.052 21.473 22.441
C -5.559 20.883 16.888
H -1.267 16.918 29.002
F -3.012 20.123 24.366
C -0.251 24.549 26.742
H -8.002 17.800 22.678
O -5.800 23.582 25.633
C -0.127 18.044 25.447
H -3.241 26.329 18.203
H -0.263 25.210 25.876
H -5.816 24.249 19.752
H -3.217 24.016 20.118
H -2.643 16.638 29.922
C -2.753 25.619 18.870
H -1.140 18.414 25.289
N -3.893 17.927 25.335
C -3.651 24.497 19.241
H -7.274 21.464 24.918
H -5.761 17.753 23.649
F -1.430 23.333 24.031
H 0.060 25.144 22.321
H 0.795 16.095 25.550
C -2.586 19.637 30.015
O -0.688 19.997 20.411
C -2.766 25.123 27.246
H -5.920 19.628 18.601
H -2.714 17.712 28.423
H -5.046 20.205 20.663
H -2.933 21.829 27.502
H -0.374 19.242 20.909
H -4.449 21.835 21.054
H 3.018 23.909 27.187
C -2.350 20.322 28.539
H -5.412 24.194 22.074
C -4.854 25.130 22.034
H -1.200 26.862 28.014
H -0.225 19.974 28.415
O -1.767 18.499 30.137
H -1.272 20.456 21.014
C -7.037 23.635 24.933
C -0.207 16.490 25.384
H 0.004 25.916 28.563
N -3.634 23.536 18.137
H -7.278 19.347 22.308
H -2.299 26.122 19.725
C -5.296 18.152 25.642
C -4.424 21.031 20.318
As -2.257 21.718 24.222
H -5.806 17.294 26.081
H 0.029 15.703 23.667
O -7.316 18.827 24.401
H -5.158 25.713 22.904
H -2.257 20.448 30.665
F -3.871 22.419 23.890
N -5.859 19.731 16.014
H -8.378 22.281 23.895
H -5.005 18.838 27.650
H -4.214 19.743 18.105
F -2.464 22.135 25.945
O 0.167 25.514 23.197
H -7.014 24.456 24.215
H 0.678 19.594 24.570
H -0.652 21.191 27.297
C -6.868 21.715 17.034
H -3.539 18.864 25.209
F -0.617 21.068 24.601
C -7.341 22.306 24.230
C -5.049 25.014 19.637
C -1.382 24.883 27.746
H -3.429 25.372 28.075
H -4.725 20.130 26.457
C -7.867 18.814 23.054
C 1.994 23.819 26.824
H -6.734 22.591 17.669
H -0.806 16.164 26.234
O -6.543 22.262 23.053
H -5.395 25.530 18.741
H 0.084 18.436 26.442
H -1.442 23.946 28.301
H -4.662 21.349 16.479
O -4.966 21.430 19.147
H -3.722 17.405 24.487
O 0.849 18.652 24.508
H -5.637 22.139 23.345
H -5.008 19.186 15.993
N -3.263 21.472 28.387
H -2.748 25.998 26.596
H -4.108 22.693 18.427
H -7.761 23.795 25.731
H 1.658 22.783 26.864
C -0.887 20.832 28.299
H -1.843 25.245 18.402
H -6.332 19.619 26.840
H -5.985 20.138 15.099
H -3.417 20.747 20.014
H -0.120 24.818 23.788
H -3.004 22.160 29.079
H -3.612 19.288 30.133
C -5.930 18.581 24.338
H -0.573 23.598 26.318
H -2.672 19.599 27.790
C -5.151 20.291 18.205
H -3.806 24.876 22.193
H -7.800 21.192 17.248
H -0.557 21.603 28.995
C -5.319 19.247 26.690
*
```



Molecular formula: C24H71CuF2N4O15S2
Method: DFT, ωB97M-V/def2-TZVPD

Its LUMO energy (alpha / beta) is 2.21 / 1.60 eV. The calculation puts the highest occupied orbital energy (alpha / beta) at -0.2264 / -0.2200 hartree. The total energy is -4941.083450 a.u. The value obtained for the maximum force is 7.45 eV Å⁻¹. As for the HOMO-LUMO gap (alpha / beta): 8.37 / 7.59 eV.

ORCA input file:
```
! RIJCOSX wB97M-V def2-TZVPD def2/J DEFGRID3
* xyz -1 2
H -7.914 -7.607 15.859
H -14.539 -9.330 12.469
C -21.299 -7.695 11.766
O -18.933 -9.624 8.307
H -21.340 -9.061 6.083
H -13.681 -10.693 15.038
S -16.780 -7.082 12.779
H -13.085 -6.133 12.977
H -22.386 -4.315 11.402
H -20.341 -7.341 11.384
O -16.019 -4.553 13.879
H -19.624 -8.003 7.363
H -22.802 -6.411 12.699
H -14.123 -1.555 7.767
H -18.040 -11.222 9.210
C -12.775 -2.368 9.246
N -15.576 -6.247 11.929
O -14.142 -9.111 11.614
H -15.435 -7.768 18.368
O -13.095 -3.526 17.552
H -8.363 -9.207 13.984
C -12.754 -3.734 14.820
H -21.759 -5.367 10.146
H -23.068 -8.560 8.443
O -18.156 -6.613 12.757
H -12.072 -3.068 15.347
Cu -14.046 -7.176 10.731
H -12.466 -3.882 13.780
H -19.706 -8.988 15.062
H -17.784 -5.917 15.814
C -19.875 -11.065 14.459
H -11.915 -5.748 12.074
H -21.650 -8.590 11.254
C -13.392 -2.363 7.849
H -14.660 -5.456 14.541
O -23.399 -6.989 10.889
N -22.269 -7.939 8.380
H -12.110 -5.481 15.906
H -13.397 -9.532 16.445
C -18.151 -6.365 16.738
H -9.289 -6.988 16.750
H -13.737 -5.560 17.568
H -14.749 -4.248 16.756
C -16.116 -7.571 17.536
H -18.146 -9.657 14.528
H -19.727 -10.997 9.574
H -13.705 -8.964 14.966
C -17.082 -6.410 17.804
H -12.287 -0.372 9.839
C -21.486 -9.766 6.903
H -20.239 -10.631 12.359
C -11.197 -8.540 15.591
H -20.553 -11.393 15.254
H -12.928 -2.561 19.446
H -11.718 -7.788 14.991
C -22.352 -6.557 11.716
H -18.357 -5.928 19.194
N -9.348 -8.972 13.988
H -21.118 -7.963 12.807
O -11.941 -3.470 9.288
F -14.747 -4.047 11.929
H -18.476 -7.385 16.527
H -19.627 -7.931 9.180
C -20.769 -10.837 13.295
H -16.469 -5.509 17.896
H -16.566 -7.082 9.477
H -16.476 -8.588 17.377
H -18.820 -10.046 16.091
C -13.751 -4.620 17.012
H -21.386 -9.943 13.364
H -13.505 -2.456 10.057
H -13.636 -4.086 19.514
O -11.789 -9.728 15.070
C -11.795 -1.253 9.419
H -14.168 -6.654 15.414
H -19.061 -5.883 17.097
H -11.321 -0.966 8.481
N -13.799 -5.935 14.802
O -17.675 -6.587 19.045
H -9.797 -9.873 13.863
H -20.704 -10.498 6.700
C -9.700 -8.596 15.356
H -21.288 -11.736 12.959
C -8.968 -7.338 15.768
H -13.991 -5.085 9.362
C -21.777 -5.202 11.226
C -13.168 -9.810 15.412
H -9.077 -6.529 15.046
O -17.058 -4.104 11.646
H -11.071 -1.553 10.175
H -23.027 -7.138 10.009
F -16.952 -8.282 11.705
H -12.605 -2.286 7.098
C -18.782 -10.460 9.438
H -14.466 -2.624 18.815
H -9.333 -9.466 15.912
H -15.731 -7.360 8.235
H -13.686 -3.173 14.712
O -15.735 -7.470 9.189
H -12.565 -4.227 9.303
C -19.079 -9.881 15.044
H -20.766 -4.988 11.571
H -18.627 -9.964 10.398
H -21.257 -9.682 9.129
C -13.554 -3.226 18.847
O -12.551 -6.450 12.235
H -22.472 -10.228 6.925
H -22.200 -7.499 7.470
C -13.051 -4.982 15.663
O -13.255 -5.721 9.373
H -11.413 -8.396 16.652
O -16.296 -7.755 13.955
O -18.963 -12.145 14.387
S -16.062 -4.833 12.443
H -13.912 -3.283 7.576
C -19.828 -8.536 8.293
C -21.285 -9.015 8.266
H -15.460 -7.292 16.713
H -19.377 -12.919 13.996
*
```



Molecular formula: C24H72AlN12O4P4
Method: DFT, ωB97M-V/def2-TZVPD

Its LUMO energy is -12.85 eV. The calculation puts the highest occupied orbital energy at -0.5324 hartree. The total energy is -3522.543611 a.u. The value obtained for the maximum force is 4.53 eV Å⁻¹. As for the HOMO-LUMO gap: 1.64 eV.

ORCA input file:
```
! RIJCOSX wB97M-V def2-TZVPD def2/J DEFGRID3
* xyz 3 1
H 2.880 4.435 1.437
H -3.959 -0.491 3.848
N -1.183 1.891 -5.760
H 2.321 -0.052 -4.348
H 1.126 5.895 2.543
H -1.531 -3.766 5.204
H -3.791 -0.575 -6.451
H 0.334 2.438 -4.539
C -3.372 -0.462 -5.451
P 0.851 2.538 3.032
C -3.187 4.027 -2.999
H 2.879 3.007 0.622
P 2.282 -1.929 -1.292
H -1.353 -5.371 0.712
C -1.604 1.558 -7.090
H -3.302 5.254 -5.189
N 0.717 2.149 4.672
H 4.816 -2.455 1.462
H -3.842 -1.199 -4.800
H 0.251 -4.026 -1.350
C 4.210 -1.313 -3.297
C 0.865 -1.886 4.088
H -1.798 3.818 2.842
H 0.454 5.902 4.280
H -0.703 0.597 4.468
H -3.809 3.345 -2.420
C 1.486 2.907 5.726
C -4.989 1.174 -4.615
H -1.020 4.175 1.390
O -1.448 1.368 -3.202
H 1.464 -2.794 4.011
C -4.011 -1.336 3.162
H -4.535 -4.124 3.064
H 1.991 5.047 3.776
H 0.842 1.509 -5.849
H -1.615 2.464 -7.697
O 0.947 -1.460 -0.727
O -1.309 -1.291 1.722
H 1.733 -1.557 -4.558
H 3.598 -5.091 -1.319
H 0.915 -0.549 -3.305
H -3.020 -4.529 3.843
P -2.170 1.871 -4.389
C 3.562 -4.219 -1.971
H 0.203 -5.497 2.027
H 1.016 -1.023 4.737
C 1.868 -0.840 -3.748
H -0.411 1.111 6.097
H 0.026 -3.578 5.574
H 4.446 -3.596 -1.831
C 0.992 5.376 3.492
H 3.498 -4.559 -3.005
H 2.383 3.435 5.402
H -1.337 5.503 2.496
H -3.956 -1.094 2.101
N -2.835 3.443 -4.270
H 1.310 -5.352 -1.819
H -2.667 1.319 -7.046
H 0.403 -4.757 3.513
C -3.765 -3.741 3.734
H -2.706 -4.220 0.865
C 3.202 3.405 1.585
N -0.544 -2.211 4.150
H 3.604 0.455 0.654
H -3.826 4.883 -3.216
C -3.337 4.190 -5.425
H 4.857 -1.174 -2.430
O 0.206 1.579 2.064
H 0.778 3.608 6.167
C -1.015 4.463 2.441
H -2.360 -0.868 -5.474
H -4.404 4.086 -5.621
C 0.203 -4.502 2.472
N -3.165 -2.459 3.381
C 0.188 2.349 -5.616
H -5.078 1.682 -3.655
C 4.050 -0.172 -0.118
C -0.512 1.481 5.076
H -1.204 -3.685 0.213
H 3.816 -3.521 0.681
H 4.455 -2.360 -3.474
P -1.534 -2.394 2.729
H -0.877 0.822 -7.433
H -4.949 -1.821 3.435
N 3.615 -1.595 -0.238
H 3.024 -2.335 1.636
N 2.597 2.685 2.810
H 1.770 2.201 6.507
C 3.857 -2.465 0.945
C 3.505 1.685 3.440
C -1.628 -4.348 0.967
H -5.668 0.329 -4.724
H -1.295 2.220 5.240
N 2.342 -3.530 -1.607
H 1.022 -3.895 2.085
C 1.116 -4.288 -1.959
H -5.332 1.965 -5.282
H 3.068 0.755 3.076
H 3.885 0.418 -1.019
H 4.510 1.880 3.067
N -1.146 -3.967 2.227
N 0.215 4.175 3.127
N -3.504 0.913 -4.882
Al -1.155 0.587 -0.365
H 5.140 -0.181 -0.097
H 0.292 3.292 -6.152
H -4.209 -3.650 4.725
N 2.813 -1.273 -2.783
H 4.282 3.343 1.712
H -2.765 4.077 -6.346
H -2.281 4.172 -2.412
H 3.419 1.654 4.526
H 4.485 -0.560 -4.036
H -1.139 -2.282 6.184
H 1.099 -1.538 3.082
C -0.836 -2.943 5.371
H 0.904 -4.160 -3.020
*
```